Computed, not measured: a molecular structure, CuH34O21S at a distorted geometry, with wB97M-V/def2-TZVPD.

```
57
CuH34O21S (wB97M-V/def2-TZVPD)
Cu 4.31310 2.17174 -8.21256
S 5.59989 3.46393 -10.74186
O 5.26119 2.64868 -11.91027
O 4.86178 4.72605 -10.85259
O 5.26610 2.68470 -9.54143
O 7.02563 3.73297 -10.72391
O 3.34795 4.95570 -8.81480
H 4.01512 5.03339 -9.51323
H 3.60677 5.37898 -8.04468
O 6.87205 0.45285 -9.97694
H 7.02504 0.69293 -10.91494
H 6.48173 1.27326 -9.63445
O 7.08371 1.28535 -13.00539
H 6.42336 1.88134 -12.71775
H 7.71916 1.79952 -13.50541
O 4.53896 0.25256 -7.85254
H 3.89486 -0.35782 -7.54073
H 4.71867 -0.07245 -8.73815
O 2.59954 2.25361 -8.83093
H 2.57185 3.14995 -9.13592
H 2.35885 1.86640 -9.68228
O 8.18243 5.97114 -10.07701
H 7.46165 5.42598 -10.37142
H 7.78586 6.81065 -9.88641
O 8.85743 3.95864 -12.30054
H 9.49400 4.58040 -11.95543
H 8.11708 4.02079 -11.71939
O 2.85437 1.57730 -11.43455
H 3.71540 1.80133 -11.76037
H 2.50575 1.05569 -12.12835
O 4.74438 2.65001 -14.42014
H 5.04019 2.79880 -13.52965
H 5.45666 2.19741 -14.84295
O 8.94386 2.39847 -9.49757
H 8.70353 1.51027 -9.71844
H 8.42337 2.97186 -10.05328
O 2.58362 7.19776 -10.49448
H 2.89324 6.52847 -9.88135
H 1.60340 7.16274 -10.58422
O 3.89565 5.40291 -13.42601
H 2.92987 5.42600 -13.28386
H 4.34491 5.08164 -12.62553
O 6.82548 4.18846 -7.69589
H 6.86605 3.57200 -8.43892
H 6.48521 5.08381 -7.96330
O 6.62577 4.68852 -13.89002
H 6.50775 5.41834 -13.25964
H 7.48494 4.26284 -13.68413
O 4.58817 3.14643 -6.61242
H 5.43113 3.58421 -6.69025
H 4.76942 2.64217 -5.82899
O 5.95053 6.62704 -12.04337
H 5.48791 6.06732 -11.43779
H 5.97997 7.49222 -11.65093
O 2.11644 4.28741 -11.29976
H 2.24570 3.37714 -11.56629
H 3.00358 4.55517 -11.17267
```

The value obtained for the LUMO energy is 1.959 eV. The calculation puts the orbital gap at 6.9 eV. The spin multiplicity is 1. Its calculated total energy is -99027.6255 eV. For the relative energy (zero: lowest compared OMol25 entry of this formula, charge and spin), the calculation gives 0.000 eV. Its net charge is -1.